Entry 1:
84
Properties=species:S:1:pos:R:3:forces:R:3:mulliken_spin:R:1 method="wB97M-V/def2-TZVPD" orbital_gap_ev="4.4 / 4.4" s2=8.768 e_above_lowest_ev=1.810 homo_ev="-9.070 / -9.085" total_charge=+1 multiplicity=6
Sm 1.087068 -1.060433 0.420136 3.192 0.377 0.651 5.086
Se 3.973067 0.114370 0.015893 -0.777 0.071 -0.255 -0.034
S 2.435139 -0.301291 3.204895 -1.082 -0.583 -0.631 -0.006
F 0.745176 -5.032920 1.556345 1.581 -0.141 -0.421 0.000
F 2.934929 -5.673901 1.256956 -1.121 0.965 0.561 0.000
F 1.336930 -6.662369 0.261812 0.029 1.615 -0.206 0.000
O 1.707630 -3.151189 -0.111351 0.184 -0.811 -0.791 -0.002
O 2.539457 -4.824051 -1.508418 -1.141 1.380 1.843 -0.001
N 6.314719 -3.882590 -0.945758 0.614 1.545 -0.180 -0.003
N -1.170823 3.046458 1.635586 0.536 -0.097 1.599 0.000
N -1.200237 -1.804062 0.291616 -1.221 -1.437 2.280 -0.013
N 1.021633 -0.306779 -1.844855 -1.377 0.337 -3.153 -0.009
N 0.278487 -2.389386 2.334303 -2.312 -1.230 2.020 -0.023
N 0.941476 -2.519225 3.540697 -0.064 -3.373 0.035 0.000
N 0.046860 1.271703 1.067878 0.189 1.509 0.667 -0.001
N -3.651025 5.665579 2.255747 0.595 0.373 -1.264 0.000
N -3.014087 4.638108 1.576849 -1.320 1.532 -2.890 0.000
N 2.004912 -1.676264 5.369651 -0.901 -1.532 0.017 0.000
N -4.196606 6.481956 1.431920 -0.603 -0.975 0.724 0.000
C 2.027732 -4.372205 -0.493512 0.119 -0.196 -0.504 0.003
C -2.927733 4.275793 -1.029257 0.824 -1.801 -1.556 0.000
C -0.290624 3.479568 0.694283 0.064 -0.592 -1.254 0.000
C -3.245132 4.881964 0.151565 -0.115 0.090 2.837 -0.001
C 0.078058 0.155891 -5.258257 0.702 -1.173 1.400 0.000
C 0.404257 2.389533 0.293189 -0.228 -0.415 -0.030 0.000
C -0.825938 -3.124224 2.294550 2.132 0.354 0.876 -0.008
C 5.560788 -1.694283 -1.648944 0.302 0.530 0.150 -0.001
C -1.992367 -1.336323 -0.658978 0.198 0.692 -0.107 -0.005
C 5.763465 -3.610717 0.267449 0.642 -1.626 -1.575 0.001
C -2.986116 -3.300297 1.010142 1.708 0.632 0.603 0.001
C -3.264986 -1.781870 -0.920086 -1.430 -0.928 1.341 0.000
C -1.469367 1.007876 3.030262 -0.384 -0.163 1.382 0.002
C 5.043370 -2.489923 0.533437 -0.451 1.177 1.369 -0.002
C 1.743664 -5.409409 0.660553 0.192 -2.382 -0.423 0.000
C 0.608499 1.007078 -4.075755 -0.712 -1.114 0.633 0.001
C -4.579370 6.525455 -1.082369 0.360 1.618 -0.035 0.000
C -0.788601 1.770330 1.992340 -1.051 -0.001 -2.590 -0.003
C 2.003571 1.572227 -4.341960 0.931 0.023 -0.078 0.001
C -0.370924 2.134111 -3.601085 -0.046 -0.907 -0.252 0.000
C -4.142796 5.961861 -2.258837 -0.323 -0.957 -0.312 0.000
C -1.286049 -4.202981 3.311803 -0.472 1.452 -1.552 -0.001
C -3.371599 4.796521 -2.230070 0.059 -0.460 -0.297 0.000
C 1.730196 -1.576728 4.049092 1.999 2.808 0.822 0.002
C -1.672522 -2.758852 1.208384 -2.114 0.572 -4.163 0.012
C 0.724929 0.053008 -2.921116 1.403 0.854 2.684 0.004
C -2.055341 3.918741 2.373456 -0.114 -0.037 2.081 0.000
C -4.068806 6.002426 0.135139 0.185 0.543 -0.095 0.001
C 6.293497 -2.874535 -1.847756 -0.460 -0.057 0.365 0.001
C -3.793488 -2.746714 0.018592 -1.013 0.529 -1.553 0.001
C 4.952240 -1.470260 -0.421712 -0.656 -0.655 0.071 0.000
H -0.507785 -4.302550 4.038964 -0.059 -0.619 0.430 0.000
H -2.627326 3.356783 3.157325 0.531 0.094 -0.941 0.000
H -0.957981 -0.062807 -5.090946 -0.664 -0.196 0.061 0.000
H -0.805483 0.200521 3.316101 0.165 -0.096 0.341 -0.001
H -0.476007 2.679326 -4.536978 -0.299 0.739 0.349 0.000
H 1.590346 -2.478574 5.870435 0.537 1.080 -0.015 0.000
H -2.395980 0.529852 2.700555 -0.063 0.256 -0.144 0.000
H 6.894191 -2.928594 -2.776536 -0.520 -0.573 0.601 0.000
H -2.191266 -3.768105 3.786104 0.445 -0.512 -0.063 0.000
H 0.093107 2.705727 -2.781006 -0.221 0.010 -0.578 0.000
H 5.951288 -4.418027 0.975010 -0.409 0.289 0.148 0.000
H -4.891304 -3.039671 -0.031982 1.680 0.231 -0.132 0.000
H -3.289136 -4.127654 1.672783 -0.249 0.742 -0.473 0.000
H -1.698737 1.648224 3.920729 0.272 -0.758 -0.682 0.000
H 1.070316 2.357222 -0.553330 0.283 -0.286 0.212 -0.001
H 2.783456 0.817135 -4.213601 -0.233 -0.329 -0.334 0.000
H 2.445715 -0.903436 5.862036 -0.024 -0.557 -0.338 0.000
H -5.150001 7.483327 -1.175325 0.357 -1.115 0.669 0.000
H 0.168481 0.599728 -6.210350 0.286 0.798 -0.985 0.000
H -1.382712 1.781055 -3.257669 0.995 0.088 -0.473 0.000
H 0.622649 -0.825115 -5.264582 -0.402 0.882 -0.193 0.000
H 1.132858 -3.510518 3.846077 -0.357 1.526 -0.376 0.000
H 2.041916 1.895568 -5.409537 0.081 0.251 1.017 0.000
H -0.318897 4.446880 0.252148 -0.045 0.525 0.014 0.000
H -1.485418 4.655815 2.979088 -0.048 -0.305 -0.631 0.000
H -1.543208 -5.151058 2.772212 0.404 0.852 0.628 0.000
H -2.373100 3.348696 -1.102798 0.121 -0.013 0.355 0.000
H 4.604472 -2.315517 1.542181 0.406 -0.231 -0.822 -0.001
H -4.446056 6.244036 -3.262907 -0.252 0.613 0.418 0.000
H -3.196934 4.254449 -3.193828 0.124 0.563 1.100 0.000
H -3.827716 -1.293192 -1.748577 0.220 -0.721 0.986 0.000
H 2.350556 2.313923 -3.585595 -0.702 -0.025 -0.811 0.000
H 5.509788 -0.880614 -2.382467 0.232 -0.544 0.085 0.000
H -1.631305 -0.429607 -1.158171 0.152 -0.594 -0.267 0.001

Entry 2:
8
Properties=species:S:1:pos:R:3:forces:R:3:mulliken_charge:R:1 method="wB97M-V/def2-TZVPD" orbital_gap_ev="8.5 / 8.0" e_above_lowest_ev=1.683 homo_ev="-9.845 / -9.214"
S 0.813881 1.278122 0.183624 -1.435 0.855 0.400 0.325
O 2.359019 -1.313186 0.996624 -0.853 0.846 0.222 -0.436
O 3.410302 1.408659 -0.230501 -1.613 0.072 -0.038 -0.535
O 3.314929 -1.063497 -0.898542 -0.145 -0.509 -0.610 -0.507
N -0.050271 -0.004945 0.125776 -1.008 -0.467 -0.027 -0.500
N 2.334090 0.755113 -0.169131 1.338 0.174 0.635 0.486
N 2.615393 -0.707127 -0.000496 1.815 -1.561 -0.334 0.863
H -1.095843 0.027481 0.288291 1.900 0.589 -0.249 0.303

Entry 3:
22
Properties=species:S:1:pos:R:3:forces:R:3:mulliken_charge:R:1 method="wB97M-V/def2-TZVPD" orbital_gap_ev=8.9 e_above_lowest_ev=3.781 homo_ev=-7.934 smiles="C=C(C)[C@@](C)(N)CN"
N -1.679234 0.512568 -0.893119 -0.283 -0.034 0.475 -0.796
N 1.051306 -1.384036 -1.881722 1.382 -1.014 1.323 -0.560
C 0.221771 0.848962 0.726345 -2.715 -0.288 3.488 0.247
C -0.907352 -1.430182 0.324665 0.550 -0.230 -0.305 -1.671
C 1.441077 0.305224 1.464537 0.465 0.369 -0.788 -1.568
C 0.562107 -0.109142 -1.455597 1.688 3.095 0.128 -0.957
C -0.469241 -0.095039 -0.293540 -1.098 1.374 -1.130 1.781
C -0.511210 1.789746 1.424827 1.088 -1.300 -1.203 -1.095
H -1.576850 1.929393 1.293109 0.107 0.255 -0.427 0.248
H -0.067435 2.358192 2.237330 0.115 -0.099 -0.148 0.306
H 1.086773 0.970442 -0.898412 1.409 -3.328 -1.252 0.238
H -2.428621 0.505684 -0.207059 -0.065 -0.043 -0.024 0.258
H -0.067260 -1.968774 0.771665 -0.077 0.115 -0.050 0.355
H 1.679933 -1.318593 -2.675998 -0.395 -0.118 0.163 0.283
H -1.511140 1.499825 -1.075911 0.092 -0.160 -0.142 0.339
H 2.104645 1.136533 1.721210 -0.012 -0.161 0.119 0.481
H 0.277426 -2.018510 -2.073359 0.318 0.329 0.030 0.231
H 0.642782 0.439001 -2.403685 -2.692 0.697 0.038 0.338
H 1.153269 -0.213280 2.383392 -0.094 0.121 -0.161 0.319
H -1.668691 -1.284604 1.098017 0.155 0.248 -0.104 0.405
H -1.348365 -2.081843 -0.437050 0.063 0.148 0.030 0.472
H 2.014309 -0.391565 0.850350 0.000 0.023 -0.061 0.347

Entry 4:
18
Properties=species:S:1:pos:R:3:forces:R:3:mulliken_charge:R:1 method="wB97M-V/def2-TZVPD" orbital_gap_ev=10.6 e_above_lowest_ev=0.782 homo_ev=-9.919 smiles="CC(N)=O.CC(N)=O"
O 1.093856 1.281711 -1.889477 0.100 -1.053 0.555 -0.639
O -0.787718 -2.856906 1.007121 -0.536 0.235 0.155 -0.639
N -0.727648 -1.995280 -1.042047 -0.250 -0.267 0.064 -0.372
N 1.192499 2.773882 -0.264439 0.102 -0.216 0.653 -0.408
C -1.816909 -0.714590 0.711729 -1.242 0.459 2.076 -0.938
C -1.082537 -1.932590 0.267805 0.733 0.080 -0.253 0.566
C 1.392923 0.422119 0.381736 0.903 -0.830 -0.690 -0.822
C 1.222626 1.468106 -0.688578 -1.125 1.714 -0.131 0.625
H -2.901046 -0.889949 0.691449 0.163 -0.021 -0.685 0.332
H -1.716667 -0.571634 1.792255 0.509 -0.443 0.047 0.330
H 2.479882 0.270262 0.352792 -0.124 -0.404 0.296 0.348
H -1.602356 0.280334 0.353481 0.248 -0.062 -1.047 0.272
H -0.645289 -1.219556 -1.679118 -0.146 -0.045 0.101 0.244
H 1.298875 3.057799 0.699055 -0.098 -0.200 -0.256 0.196
H 1.097691 0.566922 1.412581 -0.115 0.906 0.041 0.342
H 0.907469 -0.506303 0.091808 0.318 0.059 -0.341 0.123
H -0.347323 -2.900023 -1.249362 0.388 0.058 -0.543 0.218
H 0.941668 3.465696 -0.948797 0.172 0.029 -0.043 0.223

Entry 5:
70
Properties=species:S:1:pos:R:3:forces:R:3:mulliken_charge:R:1 method="wB97M-V/def2-TZVPD" orbital_gap_ev=10.7 e_above_lowest_ev=0.000 homo_ev=-15.109 total_charge=+2
Hg 9.792279 10.772059 8.878847 0.575 -0.970 0.104 1.756
O 7.002143 9.213637 12.086075 0.405 -1.066 -2.186 -0.637
O 10.803526 7.531030 12.057771 -0.087 0.320 -0.393 -0.582
O 6.592876 5.909953 8.385668 1.378 -0.315 0.961 -0.738
O 7.048159 12.723410 7.005157 -0.984 -0.671 -0.221 -0.593
O 11.529859 5.166511 10.173891 -0.533 -0.767 0.511 -0.576
O 14.111717 9.414944 7.819097 -0.113 0.572 -0.004 -0.604
O 9.392683 14.309875 9.949088 0.874 -0.013 1.299 -0.539
O 7.824668 8.304130 5.219134 -0.744 -0.428 -0.608 -0.699
O 12.696165 12.953385 10.637938 -1.429 -0.356 -0.527 -0.649
O 9.497177 9.532730 10.851226 -1.243 0.085 0.731 -0.471
O 7.588047 9.697181 8.086791 -0.129 0.013 0.380 -0.371
O 8.779634 6.281848 6.490518 0.753 0.200 -0.241 -0.617
O 10.664843 8.704089 7.475418 -0.370 -1.948 0.956 -0.527
O 13.059464 11.413125 6.063805 0.791 1.035 -0.219 -0.642
O 12.095805 10.397041 9.427380 0.515 0.988 0.710 -0.520
O 10.899105 14.201850 12.731264 -0.319 -1.124 -0.122 -0.596
O 8.182326 12.108811 9.402675 -1.112 0.806 -1.290 -0.733
O 15.212691 12.135602 9.032864 0.511 -0.071 -0.312 -0.647
O 8.816379 4.632427 9.742671 -1.199 -1.006 -0.705 -0.620
O 10.570041 11.661214 6.944368 -0.199 -0.053 -0.697 -0.656
O 9.916155 9.851981 5.246365 1.100 0.911 -2.765 -0.590
O 5.718380 8.056083 9.657851 0.418 -0.771 0.195 -0.704
O 15.895207 12.515037 6.187597 -0.249 -0.045 0.166 -0.592
H 11.532908 11.423685 6.735509 -1.130 0.602 -0.117 0.376
H 7.783008 12.315063 8.482754 0.367 -0.176 1.535 0.405
H 16.178284 13.262144 5.624653 0.268 -0.968 0.254 0.290
H 9.949922 14.404441 10.765850 -0.590 -0.135 -0.854 0.298
H 6.038049 5.378232 7.813786 0.005 -0.449 0.119 0.294
H 6.578115 8.676004 11.351707 0.415 0.850 0.967 0.373
H 10.309419 10.062562 4.345881 -0.334 -0.245 1.646 0.287
H 12.172994 5.705122 9.739101 0.625 0.568 -0.392 0.277
H 7.600989 9.329269 7.205838 0.005 -0.298 -0.717 0.277
H 13.629759 12.870263 10.577009 1.482 0.113 0.095 0.281
H 10.287415 7.851479 7.158369 0.143 0.288 0.968 0.205
H 16.134407 11.933920 9.306570 -0.817 0.378 -0.311 0.298
H 12.768046 9.940373 8.894589 -0.410 -0.302 -0.154 0.355
H 13.442613 10.555881 6.227408 0.257 -0.788 0.216 0.276
H 15.280713 12.720865 8.242125 0.187 -0.598 0.620 0.334
H 6.986437 9.114842 8.590673 0.009 0.216 0.107 0.201
H 9.314548 15.177035 9.559761 -0.031 0.400 -0.147 0.259
H 8.878069 5.404374 6.130879 0.172 -0.472 -0.251 0.258
H 10.413424 13.709293 13.406925 0.086 -0.375 -0.228 0.306
H 10.841075 6.731606 12.585393 0.237 0.024 0.115 0.261
H 14.724420 8.663515 7.709591 -0.016 1.029 0.498 0.228
H 12.539033 11.195037 9.830207 -0.741 -0.599 -0.292 0.320
H 10.783633 15.076184 13.059961 0.204 1.481 0.204 0.291
H 5.965870 7.109783 9.452649 -0.278 0.998 -0.141 0.389
H 9.195009 3.757389 9.554189 -0.285 0.416 0.096 0.287
H 8.498787 12.994785 9.719235 0.077 -0.209 -0.095 0.434
H 7.225787 5.350630 8.934588 -0.969 0.212 -0.809 0.402
H 8.656134 9.483847 11.418470 1.113 0.197 -0.887 0.296
H 6.224653 12.193050 6.997808 0.673 0.115 0.140 0.300
H 7.154694 8.048221 4.545210 0.709 0.266 0.772 0.270
H 10.008363 8.735554 11.073038 -0.195 -0.017 0.003 0.279
H 8.414073 6.163627 7.363583 -0.614 -0.032 0.650 0.382
H 6.786028 13.492504 6.493427 0.280 0.401 -0.011 0.257
H 9.087541 9.428516 4.985600 -0.796 -0.639 0.245 0.306
H 9.552688 5.141737 10.038227 1.191 0.696 0.386 0.315
H 11.538324 8.115627 12.267464 0.134 -0.366 0.377 0.276
H 6.340638 9.305298 12.745738 -0.792 0.192 0.983 0.270
H 14.470295 10.250165 8.227813 0.646 -1.285 -0.511 0.368
H 12.438503 13.112749 11.547777 0.084 0.185 0.310 0.311
H 16.472575 11.727235 6.124000 -0.153 1.095 -0.419 0.310
H 8.208656 7.462653 5.597295 -0.495 0.515 -0.308 0.409
H 4.757452 8.055413 9.689337 -0.091 0.160 0.019 0.286
H 10.701311 9.099052 6.623945 0.239 1.403 -1.502 0.307
H 9.972001 11.377319 6.180097 1.427 0.170 1.173 0.371
H 13.851698 12.009797 6.043441 -0.896 -0.488 -0.018 0.280
H 11.992644 4.363458 10.445283 -0.012 0.142 -0.060 0.293

Entry 6:
11
Properties=species:S:1:pos:R:3:forces:R:3:mulliken_charge:R:1 method="wB97M-V/def2-TZVPD" orbital_gap_ev=9.8 e_above_lowest_ev=3.683 homo_ev=-9.341
O -2.339768 0.372795 0.242589 -0.156 -2.671 1.212 -0.441
N 2.254264 -0.275342 0.811399 1.299 4.487 -1.159 -0.544
N 0.011350 0.576510 0.766986 -0.417 -0.744 0.679 -0.640
N -1.011312 0.080316 0.016556 0.227 2.219 0.771 0.527
N 0.782894 -0.475615 -1.107516 -0.247 0.627 -0.165 -0.555
C 1.032725 0.100489 0.077780 2.634 -1.199 2.199 0.436
C -0.511813 -0.338092 -1.112110 -3.653 -4.001 -3.719 -0.047
H 2.135693 0.333820 1.689833 0.657 -1.299 -1.378 0.299
H 3.171985 0.183885 0.266641 -3.100 -1.626 1.789 0.302
H -1.302892 -0.903352 -1.784419 2.075 1.585 0.814 0.276
H -2.672481 -0.512188 0.681245 0.680 2.622 -1.043 0.388